[1]
40
Properties=species:S:1:pos:R:3:lowdin_charge:R:1 method="wB97M-V/def2-TZVPD" de_lowest_ev=2.704 charge=-2 lumo_energy_ev=3.21 homo_lumo_gap_ha=0.090
C 3.213 -1.875 0.318 -0.311
H 2.802 -1.972 2.326 0.060
Se 2.777 0.910 4.862 -0.520
H 3.425 -1.300 -1.747 0.108
H 3.567 -0.604 1.867 -0.013
H 0.372 1.910 -1.041 -0.046
H 0.205 4.724 -0.008 0.077
H 0.631 5.502 -1.541 0.064
N 2.857 -1.278 1.588 -0.013
C -2.367 -1.960 0.109 -0.074
H -5.908 -0.914 1.014 0.093
Se 4.064 2.503 3.840 -0.461
O 1.891 1.141 -0.681 -0.457
H 4.183 -2.413 0.346 0.099
H -2.432 -4.652 -0.654 0.083
H -5.549 -3.020 -0.304 0.105
C 0.592 4.551 -1.013 -0.078
C 3.254 -0.821 -0.782 -0.129
C -0.306 3.571 -1.762 -0.336
H 1.601 4.153 -0.935 0.044
C -4.916 -1.246 0.751 -0.120
H -1.339 -2.166 -0.149 0.119
H 0.122 3.381 -2.760 0.111
Cs -0.029 0.818 0.981 1.269
C -3.808 -0.536 1.124 -0.741
Br -4.045 1.122 2.059 0.719
C -4.710 -2.418 0.010 -0.016
C -3.109 -3.977 -1.174 -0.049
O 0.882 -0.795 -0.988 -0.182
Te 3.343 2.142 1.412 0.186
Se 4.790 3.752 0.266 -0.535
H -1.304 4.011 -1.895 0.101
H 2.432 -2.597 0.058 0.097
H -2.633 -3.691 -2.112 0.086
H 4.030 -0.079 -0.602 0.082
N -2.545 -0.852 0.861 -0.038
C -3.392 -2.765 -0.336 -0.256
O -0.507 2.362 -1.078 -0.336
H -4.029 -4.513 -1.403 0.069
C 1.897 -0.110 -0.831 -0.861

***

[2]
34
Properties=species:S:1:pos:R:3:mulliken_spin:R:1 method="wB97M-V/def2-TZVPD" de_lowest_ev=0.000 charge=-1 lumo_energy_ev="2.72 / 2.72" multiplicity=5 homo_lumo_gap_ha="0.189 / 0.189"
C -0.601 -3.099 3.449 0.000
H -3.231 -2.853 0.494 0.000
H 0.866 3.498 0.786 -0.001
H 1.868 -0.143 -3.902 0.000
Ho 0.002 0.880 1.014 4.051
H 2.472 1.412 -0.448 0.000
H -3.739 -1.452 1.490 0.000
C 0.309 -0.173 -2.399 0.001
C 0.140 -2.070 2.930 0.000
H -0.928 3.395 0.362 0.001
C 1.764 0.110 -2.841 -0.002
N -1.785 -3.106 2.725 0.000
H 2.429 -0.567 -2.291 0.000
H -2.575 -3.738 2.850 0.000
C -0.215 0.707 -1.307 -0.004
C 2.232 1.546 -2.619 -0.001
H -1.295 0.600 -1.079 -0.001
C -1.750 -2.117 1.809 0.000
H -0.347 -0.083 -3.279 -0.001
C -2.908 -1.891 0.918 0.001
N -0.592 -1.456 1.898 -0.001
H -2.626 -1.205 0.111 -0.001
H -0.386 -3.790 4.243 0.000
H 0.237 -1.225 -2.091 0.001
C 1.929 2.012 -1.197 0.002
H -0.071 2.694 -1.525 -0.005
C 0.382 1.880 -0.937 -0.002
Cl 2.275 0.784 2.045 -0.006
H 1.713 2.211 -3.321 0.000
H 2.230 3.057 -1.046 -0.001
H 3.303 1.631 -2.830 0.000
H 1.116 -1.706 3.201 0.000
C -0.018 2.870 0.657 -0.027
Cl -2.200 1.385 2.130 -0.005

***

[3]
32
Properties=species:S:1:pos:R:3:nbo_charge:R:1 method="wB97M-V/def2-TZVPD" de_lowest_ev=1.324 lumo_energy_ev=-1.48 homo_lumo_gap_ha=0.145
C 0.509 2.379 -1.114 -0.253
H -0.885 -1.125 1.728 0.172
C 2.370 1.122 -2.276 0.180
C -1.788 -0.972 2.329 -0.623
H 4.373 1.237 -1.531 0.234
H -1.461 -3.624 1.646 0.184
H -2.067 -3.524 3.306 0.167
H 3.895 -0.327 0.118 0.228
F 2.647 -0.089 -2.887 -0.349
H 0.434 -0.725 -2.561 0.271
H -2.137 0.055 2.168 0.168
C -0.785 2.402 -0.678 0.079
C -2.886 -1.989 1.972 0.113
C 3.148 0.474 0.128 -0.629
H 2.529 1.906 -3.038 0.190
C 0.934 1.220 -1.794 0.068
H -1.494 -1.055 3.387 0.176
H 3.247 1.097 1.023 0.221
H 1.199 3.197 -0.934 0.246
H -3.704 -1.823 2.709 0.086
O -3.167 -1.881 0.648 -0.979
C -2.348 -3.406 2.248 -0.622
H 2.165 -0.014 0.169 0.217
H -3.106 -4.160 2.026 0.201
H -1.117 3.284 -0.134 0.244
H 3.249 2.421 -0.817 0.204
C 3.363 1.372 -1.125 -0.423
H -2.538 1.396 -0.559 0.463
C -1.208 0.254 -1.537 0.127
N -1.577 1.351 -0.901 -0.424
C 0.077 0.148 -2.023 -0.238
H -1.872 -0.600 -1.694 0.299

***

[4]
44
Properties=species:S:1:pos:R:3:nbo_charge:R:1 method="wB97M-V/def2-TZVPD" de_lowest_ev=1.598 lumo_energy_ev=-0.20 homo_lumo_gap_ha=0.253
N -1.138 3.579 -2.621 -0.056
C 0.457 -2.546 -2.012 -0.232
H 1.357 -3.037 -2.391 0.200
H -2.858 -0.069 -2.509 0.220
In -0.300 0.260 -0.099 1.532
H -3.129 -0.100 0.157 0.404
S 2.144 0.555 0.332 -0.279
C -0.496 -0.233 3.075 0.097
N -0.831 -0.440 -2.282 -0.702
C -2.200 -0.931 -2.376 -0.237
H -0.258 -0.547 5.257 0.214
N -1.093 2.186 3.751 0.011
C 2.232 0.325 3.082 -0.417
N -1.478 4.272 -1.535 -0.350
H 2.161 -0.025 5.228 0.213
H -3.687 -1.961 -1.204 0.202
N 0.279 -0.437 1.906 -0.793
H -2.046 -2.568 -0.966 0.200
H -2.366 -1.333 0.921 0.402
C 0.275 -0.329 4.342 -0.301
N -1.104 1.204 2.910 -0.003
H 3.234 0.725 3.063 0.226
N -1.369 3.285 3.089 -0.312
C 1.585 -0.026 4.311 -0.134
H 1.139 -0.688 -2.827 0.219
N -1.100 2.177 -0.978 -0.512
N -0.905 2.355 -2.311 -0.178
N -2.406 -0.805 0.056 -0.838
H 1.481 -1.846 -0.361 0.413
N -1.757 3.743 0.759 -0.584
N 0.549 -2.178 -0.596 -0.849
H -1.798 4.730 0.953 0.436
C -2.639 -1.668 -1.106 -0.228
C -1.512 2.906 1.805 0.470
H -0.372 -3.243 -2.146 0.185
C -1.444 3.398 -0.541 0.455
C 1.542 0.109 1.928 0.091
H -0.771 0.502 -2.695 0.458
H 0.352 -2.961 0.015 0.388
N -1.380 1.596 1.665 -0.390
H -2.329 -1.590 -3.240 0.203
C 0.222 -1.283 -2.848 -0.229
H -1.373 -0.884 3.068 0.184
H 0.005 -1.555 -3.886 0.197

***

[5]
32
Properties=species:S:1:pos:R:3:nbo_charge:R:1 method="wB97M-V/def2-TZVPD" de_lowest_ev=3.645 lumo_energy_ev=0.75 homo_lumo_gap_ha=0.371 smiles=N#CN1CC(OCC2CCCCC2)C1
O -1.314 -0.995 0.315 -0.555
C -3.342 0.597 0.397 -0.217
H 3.618 -1.452 -1.665 0.215
H 2.308 0.369 1.747 0.201
H -0.674 0.499 1.653 0.179
H 4.443 -0.194 0.255 0.190
C 3.919 0.374 -0.500 -0.382
C 3.042 1.459 0.059 -0.400
C 0.972 0.025 0.118 -0.234
H -3.309 -1.366 -1.315 0.209
H -4.195 -2.363 -0.051 0.219
H 1.276 -1.780 -0.901 0.220
H 0.510 0.610 -0.769 0.195
H 2.844 -0.181 -2.307 0.200
C 3.090 -0.603 -1.344 -0.401
H 4.724 0.887 -1.115 0.199
H -2.795 1.104 -0.392 0.189
H 1.503 1.942 1.137 0.218
C -5.360 0.747 -0.669 0.425
C 1.896 0.933 0.893 -0.413
H 3.631 2.250 0.453 0.211
H -3.022 -1.121 1.679 0.182
N -4.461 -0.075 -0.156 -0.483
C -0.240 -0.374 1.021 -0.038
H -3.493 1.263 1.291 0.204
H 2.211 -1.588 0.382 0.190
C -3.720 -1.378 -0.308 -0.189
C -2.728 -0.805 0.665 0.102
C 1.890 -1.001 -0.482 -0.416
H 2.759 1.830 -0.885 0.196
N -6.196 1.493 -0.956 -0.383
H 0.214 -1.105 1.747 0.164

***

[6]
34
Properties=species:S:1:pos:R:3:nbo_charge:R:1 method="wB97M-V/def2-TZVPD" de_lowest_ev=1.338 lumo_energy_ev=0.69 homo_lumo_gap_ha=0.342 smiles="CC1(C)OC(=O)N(CN2CCCCC2)C1=O"
H -3.190 -1.343 -3.048 0.223
C -1.311 -3.162 -2.715 -0.613
H -0.361 1.055 3.874 0.206
H 1.600 -1.587 0.649 0.223
H -1.988 -3.841 -2.221 0.236
H 2.334 1.847 -0.230 0.216
H -0.305 -3.627 -2.611 0.220
C 0.433 2.685 2.651 -0.391
C 0.233 0.308 1.989 -0.222
H -0.575 2.913 2.268 0.193
H 0.646 3.389 3.464 0.209
O -0.481 -0.897 -2.951 -0.462
H 2.483 -0.541 -0.458 0.233
C -1.282 -1.751 -2.122 0.145
C -2.721 -1.195 -2.060 -0.616
H -0.738 0.479 1.518 0.159
O 1.306 0.440 -2.533 -0.599
H -3.301 -1.784 -1.323 0.234
N 1.298 0.485 1.007 -0.451
H -2.744 -0.129 -1.778 0.223
N 0.375 -0.758 -0.851 -0.496
C -0.615 -1.675 -0.777 0.670
H 2.504 2.905 1.956 0.202
H 1.365 1.031 3.643 0.204
C 0.432 -0.324 -2.155 0.889
H -1.565 -3.072 -3.766 0.228
O -0.897 -2.370 0.182 -0.580
C 1.435 1.823 0.403 -0.219
H 0.205 -0.710 2.328 0.214
C 1.518 -0.651 0.080 -0.042
H 0.594 2.048 -0.226 0.165
C 1.512 2.876 1.533 -0.404
H 1.361 3.916 1.131 0.207
C 0.439 1.215 3.149 -0.402

***

[7]
37
Properties=species:S:1:pos:R:3:nbo_charge:R:1 method="wB97M-V/def2-TZVPD" de_lowest_ev=2.414 lumo_energy_ev=0.72 homo_lumo_gap_ha=0.367 smiles="CCOC(=O)N1CC[C@@H](C(=O)NO)C2(C1)OCCO2"
H 1.748 3.456 -3.327 0.238
H 2.846 3.978 -1.104 0.192
H -3.638 0.616 0.260 0.182
H -2.610 -2.798 1.499 0.414
N -1.865 -3.204 2.003 -0.346
C 1.583 -0.705 -0.874 -0.215
O 0.480 2.667 -1.369 -0.645
H -1.243 -0.261 -1.629 0.212
C -0.819 0.341 -0.799 -0.281
C 2.731 3.210 -3.093 -0.639
O 2.581 1.825 -1.188 -0.542
H 1.525 -0.854 1.247 0.218
C -0.590 -2.708 1.789 0.645
O 0.247 -2.905 2.660 -0.622
H -1.339 -4.538 3.602 0.509
O -2.411 -1.095 0.246 -0.553
H -1.320 1.352 -0.724 0.270
C -3.258 -0.155 0.893 -0.112
O -1.169 0.505 1.593 -0.539
H 2.620 -0.345 -0.785 0.249
H -3.014 1.452 2.228 0.194
C 1.207 1.774 -1.125 0.905
H 1.370 -1.417 -1.710 0.188
H -2.570 -0.089 2.950 0.177
C -0.254 -1.821 0.535 -0.315
C 3.187 3.082 -1.627 -0.064
H 4.222 2.997 -1.360 0.201
H 3.263 4.056 -3.627 0.206
H 1.736 -2.403 0.503 0.223
C 1.285 -1.459 0.445 -0.398
H 3.081 2.362 -3.623 0.208
C -2.536 0.486 2.028 -0.094
O -2.040 -4.313 2.981 -0.576
H -0.489 -2.417 -0.278 0.224
N 0.645 0.503 -1.049 -0.466
C -1.097 -0.463 0.398 0.559
H -4.096 -0.712 1.430 0.195